a) ORCA calculation (the ωB97M-V functional and the def2-TZVPD basis) on a 2-piece molecular cluster, C6H13O2 overall.

```
21
C6H13O2 the ωB97M-V functional and the def2-TZVPD basis
C -1.42 -0.51 1.47
C -2.30 -1.72 1.65
C -0.06 -0.57 2.21
H -1.36 -0.24 0.41
H -2.08 0.37 1.62
H -3.35 -1.50 1.44
H -0.04 0.14 3.04
H -2.28 -2.13 2.67
H -1.92 -2.57 1.08
H 0.07 -1.53 2.71
H 0.79 -0.52 1.54
C 0.06 1.25 -1.20
C 0.41 1.90 -2.52
C 1.07 0.16 -0.79
O 2.12 0.54 -0.20
O 0.71 -1.02 -0.97
H 0.05 2.00 -0.38
H -0.96 0.88 -1.15
H 0.06 1.35 -3.40
H 1.50 1.94 -2.64
H 0.04 2.93 -2.59
```

Summary:
Net charge   -1
E_LUMO   3.9 eV
HOMO level   -0.14432 hartree
Frontier orbital gap   0.289 Ha

Formally, the Löwdin partial charges of the atoms, in units of the elementary charge, are as follows: -0.321, -0.147, -0.090, 0.057, 0.099, 0.056, 0.064, 0.059, 0.071, 0.058, 0.045, -0.217, -0.128, -0.783, -0.100, -0.088, 0.109, 0.074, 0.065, 0.065, 0.054

b) ORCA calculation (the ωB97M-V functional and the def2-TZVPD basis) on a 2-piece molecular cluster, C6H13O2 overall.

```
21
C6H13O2 the ωB97M-V functional and the def2-TZVPD basis
C 1.34 -1.02 1.09
C 1.24 -0.99 -0.48
C 1.49 -2.34 1.90
C 2.35 -0.02 1.52
H 0.28 -0.68 1.54
H 1.11 -1.88 -0.95
H 2.28 -2.96 1.51
H 1.74 -2.19 2.99
H 0.56 -2.91 1.84
H 2.53 0.01 2.59
H 3.26 -0.12 0.84
H 2.09 0.99 1.21
H 2.28 -0.58 -0.78
H 0.38 -0.15 -0.66
C -2.97 1.43 -1.75
C -1.60 1.15 -0.97
O -1.57 0.09 -0.33
O -0.70 2.08 -1.19
H -3.80 1.19 -1.12
H -2.73 0.53 -2.30
H -2.83 2.17 -2.44
```

Summary:
Net charge   -1
E_LUMO   3.7 eV
HOMO level   -0.14161 hartree
Frontier orbital gap   0.277 Ha

Formally, the Löwdin partial charges of the atoms, in units of the elementary charge, are as follows: -0.491, -0.068, -0.112, -0.147, 0.150, 0.012, 0.045, 0.072, 0.062, 0.063, 0.082, 0.074, 0.075, 0.096, -0.039, -0.726, -0.087, -0.168, 0.044, 0.046, 0.015

It is b) that is the least stable of them.